7 unconnected molecules or ions with the total composition C28H49N7 at a distorted geometry. Source: the OMol25 dataset; level of theory: ωB97M-V/def2-TZVPD.

Each line ends with the Löwdin spin population.
Atoms and positions in Å:
C1 -0.577 1.440 -4.234  0.021
C2 -0.479 0.073 -4.886  0.024
C3 -0.724 0.111 -6.452  0.027
C4 -0.589 1.298 -7.354  0.023
N1 -0.494 2.162 -8.163  0.004
H1 -0.574 1.232 -3.164  0.002
H2 -1.578 1.854 -4.356  0.003
H3 0.204 2.179 -4.406  0.010
H4 -1.180 -0.621 -4.422  0.006
H5 0.518 -0.320 -4.687  0.008
H6 -1.808 0.211 -6.521  0.003
H7 -0.369 -0.799 -6.937  0.009
C5 1.673 3.790 2.206  0.004
C6 2.180 4.049 3.618  0.002
C7 3.451 4.853 3.540  0.003
C8 3.205 6.045 2.615  0.001
N2 2.981 6.914 1.940  0.000
H8 2.374 3.268 1.554  0.002
H9 1.341 4.789 1.924  0.000
H10 0.830 3.102 2.272  0.001
H11 2.443 3.179 4.220  0.002
H12 1.584 4.657 4.298  0.000
H13 4.425 4.497 3.203  0.002
H14 3.565 5.272 4.539  0.000
C9 2.989 -2.551 -4.527  0.098
C10 2.116 -2.069 -3.339  0.029
C11 2.716 -2.374 -1.957  0.052
C12 2.468 -3.859 -1.595  0.039
N3 2.344 -4.981 -1.342  0.009
H15 2.493 -2.580 -5.497  0.014
H16 3.206 -3.607 -4.366  0.004
H17 3.815 -1.846 -4.621  0.047
H18 1.166 -2.603 -3.351  0.004
H19 1.905 -1.007 -3.210  0.014
H20 2.414 -1.737 -1.126  0.009
H21 3.790 -2.241 -2.089  0.037
C13 -5.089 -0.152 3.743  0.000
C14 -4.841 -0.940 5.054  0.000
C15 -3.482 -0.869 5.668  0.001
C16 -2.799 0.392 5.491  0.001
N4 -2.276 1.404 5.370  0.000
H22 -4.206 -0.307 3.123  0.000
H23 -5.228 0.917 3.904  0.000
H24 -5.948 -0.539 3.195  0.000
H25 -5.211 -1.965 5.040  0.000
H26 -5.551 -0.516 5.764  0.000
H27 -2.874 -1.603 5.139  0.001
H28 -3.565 -1.026 6.743  0.000
C17 6.493 3.179 -0.908  0.020
C18 6.464 1.861 -1.695  0.058
C19 5.324 1.720 -2.681  0.111
C20 3.975 1.767 -1.992  0.060
N5 2.965 1.877 -1.458  0.015
H29 5.689 3.243 -0.175  0.002
H30 6.240 3.975 -1.609  0.003
H31 7.462 3.340 -0.435  0.004
H32 6.556 0.984 -1.054  0.023
H33 7.387 1.798 -2.272  0.015
H34 5.404 0.872 -3.361  0.060
H35 5.231 2.568 -3.358  0.022
C21 0.352 -0.376 1.162  0.018
C22 -0.036 0.256 -0.113  0.009
C23 -1.234 -0.345 -0.833  0.012
C24 -2.468 -0.663 -0.065  0.014
N6 -3.419 -0.853 0.581  0.002
H36 0.926 0.382 1.693  0.003
H37 0.986 -1.253 1.032  0.006
H38 -0.349 -0.778 1.894  0.001
H39 0.831 0.166 -0.767  0.005
H40 -0.370 1.261 0.144  0.001
H41 -0.881 -1.251 -1.325  0.005
H42 -1.461 0.413 -1.582  0.002
C25 -5.851 -4.624 0.926  0.002
C26 -5.057 -3.644 1.897  0.001
C27 -4.833 -4.330 3.278  0.002
C28 -5.987 -4.199 4.199  0.000
N7 -6.879 -4.133 4.950  0.000
H43 -6.757 -5.043 1.364  0.000
H44 -5.243 -5.490 0.662  0.000
H45 -6.123 -4.167 -0.025  0.001
H46 -5.381 -2.631 2.137  0.000
H47 -4.171 -3.365 1.326  0.002
H48 -4.044 -3.733 3.735  0.001
H49 -4.495 -5.360 3.166  0.000

As for the gap between HOMO and LUMO (alpha / beta): 1.81 / 10.94 eV. As for the expectation value of S²: 0.751. Its strongest force on any atom is 4.7 eV/Å. Its energy above the lowest of the compared OMol25 structures with the same formula, charge and spin is 207.5 kJ/mol. The total charge is -1. Its HOMO energy (alpha / beta) is 0.218 / -8.960 eV. The spin multiplicity is 2.

=====

5 unconnected molecules or ions with the total composition C28H50BN6O3P2S at a distorted geometry. Source: the OMol25 dataset; level of theory: ωB97M-V/def2-TZVPD.

Each line ends with the Mulliken charge.
Atoms and positions in Å:
C1 6.300 -0.961 -0.019  -0.820
O1 4.916 -0.710 0.341  -0.380
B1 4.492 0.491 -0.143  0.881
O2 5.318 1.613 -0.154  -0.501
C2 3.013 0.703 -0.787  -0.329
C3 3.070 0.054 -2.171  -1.294
C4 3.176 -1.470 -2.033  -0.817
C5 2.190 -2.106 -1.031  -1.581
C6 1.855 -1.303 0.251  0.077
P1 0.261 -2.015 0.965  0.403
S1 0.267 -3.958 0.736  -0.379
N1 1.892 0.220 0.092  1.195
C7 0.569 0.730 -0.317  -0.046
C8 -0.029 0.330 -1.468  -0.205
C9 -1.250 0.789 -1.854  -1.092
C10 -1.864 1.669 -0.992  -0.536
C11 -1.207 1.983 0.153  -0.801
N2 -0.010 1.553 0.512  -0.159
P2 2.397 0.863 1.766  0.342
C12 2.419 2.703 1.681  -1.179
O3 1.200 0.506 2.811  -0.408
H1 6.508 -0.635 -1.036  0.334
H2 6.521 -2.018 0.065  0.285
H3 6.977 -0.403 0.617  0.323
H4 5.203 2.038 0.704  0.282
H5 2.862 1.769 -0.929  0.108
H6 4.005 0.396 -2.618  0.522
H7 2.281 0.375 -2.842  0.455
H8 4.187 -1.801 -1.832  0.446
H9 2.923 -1.891 -3.004  0.461
H10 1.255 -2.353 -1.523  0.594
H11 2.628 -3.036 -0.699  0.549
H12 2.616 -1.540 0.995  0.859
H13 -0.878 -1.501 0.323  0.057
H14 0.160 -1.748 2.337  -0.088
H15 0.463 -0.377 -2.114  0.227
H16 -1.715 0.500 -2.778  0.727
H17 -2.827 2.093 -1.213  0.458
H18 -1.706 2.655 0.839  0.449
H19 1.597 3.094 2.276  0.415
H20 3.365 3.061 2.077  0.422
H21 2.295 3.097 0.674  0.332
H22 1.507 0.639 3.718  0.325
C13 -4.447 1.853 -4.966  -0.999
C14 -3.763 2.538 -6.142  -0.240
C15 -2.270 2.204 -6.242  -0.591
C16 -1.564 2.640 -5.032  0.254
N3 -1.023 2.984 -4.072  -0.464
H23 -4.027 2.181 -4.013  0.214
H24 -5.504 2.101 -4.952  0.280
H25 -4.349 0.766 -5.029  0.325
H26 -3.893 3.617 -6.049  0.335
H27 -4.253 2.235 -7.069  0.197
H28 -1.822 2.702 -7.102  0.368
H29 -2.125 1.129 -6.363  0.318
C17 -1.039 -2.508 7.547  -1.244
C18 -0.762 -2.050 6.121  -0.509
C19 0.642 -1.464 5.944  1.137
C20 0.832 -0.284 6.796  0.202
N4 0.981 0.652 7.453  -0.460
H30 -0.999 -1.675 8.252  0.375
H31 -2.034 -2.945 7.616  0.367
H32 -0.316 -3.261 7.861  0.245
H33 -1.511 -1.307 5.835  0.364
H34 -0.876 -2.899 5.445  0.365
H35 0.796 -1.167 4.905  -0.720
H36 1.398 -2.209 6.199  -0.084
C21 3.835 -3.856 8.697  -1.052
C22 4.326 -5.065 7.907  -0.410
C23 3.789 -5.096 6.472  -0.373
C24 2.323 -5.161 6.470  0.225
N5 1.171 -5.211 6.489  -0.456
H37 2.750 -3.865 8.807  0.272
H38 4.263 -3.856 9.699  0.341
H39 4.123 -2.923 8.208  0.288
H40 4.032 -5.978 8.427  0.295
H41 5.417 -5.053 7.873  0.313
H42 4.174 -5.965 5.939  0.311
H43 4.100 -4.203 5.928  0.266
C25 -8.238 4.881 -8.766  -1.196
C26 -7.362 3.633 -8.749  -0.388
C27 -7.478 2.841 -7.441  -0.362
C28 -7.059 3.660 -6.299  0.207
N6 -6.736 4.310 -5.408  -0.474
H44 -7.944 5.586 -7.987  0.355
H45 -8.148 5.395 -9.722  0.359
H46 -9.289 4.625 -8.617  0.298
H47 -6.322 3.922 -8.910  0.250
H48 -7.646 2.983 -9.578  0.352
H49 -6.847 1.952 -7.480  0.248
H50 -8.507 2.518 -7.279  0.381

As for the gap between HOMO and LUMO: 8.72 eV. Its strongest force on any atom is 2.7 eV/Å. The total charge is +1. Its HOMO energy is -11.167 eV. The spin multiplicity is 1.

=====

2 unconnected molecules or ions with the total composition C28H50Br2ClF3O3P2Si at a distorted geometry. Source: the OMol25 dataset; level of theory: ωB97M-V/def2-TZVPD.

Each line ends with the Mulliken charge.
Atoms and positions in Å:
C1 8.194 2.813 -0.357  -1.045
C2 7.907 1.206 -0.360  -0.348
C3 6.327 0.940 -0.436  -0.555
C4 5.906 -0.618 -0.332  -0.588
C5 4.770 -0.884 0.813  -0.387
C6 3.916 -2.195 0.359  -0.004
C7 3.112 -2.896 1.546  -1.010
C8 1.529 -3.086 1.341  0.007
C9 1.025 -3.354 -0.148  -1.153
C10 0.568 -2.091 -1.029  -0.772
P1 -1.220 -1.437 -0.792  1.856
F1 -1.410 -2.570 0.485  -0.758
C11 -0.845 -0.156 -2.141  -0.889
C12 -1.863 0.487 -3.113  0.368
C13 -1.397 2.060 -3.324  -0.715
Cl1 -1.819 -0.094 -4.902  -0.229
C14 -1.741 -2.848 -2.028  -0.012
O1 -1.707 -2.804 -3.295  -0.706
O2 -2.145 -4.085 -1.449  -0.802
P2 -0.662 0.065 0.762  0.912
C15 1.165 0.436 0.889  -0.606
O3 -1.070 -0.711 2.293  -0.726
C16 -3.120 -1.052 -0.637  -0.055
F2 -3.640 -2.112 0.261  -0.342
F3 -3.906 -1.434 -1.807  -0.378
C17 -3.623 0.204 0.159  -1.358
C18 -3.435 1.680 -0.413  1.554
Si1 -3.755 3.054 0.928  0.114
C19 -4.741 4.505 0.088  -1.020
C20 -4.796 2.380 2.398  -1.037
C21 -1.983 3.638 1.482  0.658
C22 -1.088 4.158 0.286  -0.170
C23 0.373 4.628 0.493  -0.501
C24 0.928 4.555 1.958  -0.380
C25 0.034 4.053 3.151  -0.425
C26 -1.451 3.578 2.934  -0.264
H1 9.287 3.065 -0.123  0.310
H2 7.915 3.307 -1.353  0.274
H3 7.569 3.290 0.488  0.282
H4 8.492 0.806 -1.272  0.257
H5 8.310 0.752 0.626  0.279
H6 5.870 1.453 0.498  0.256
H7 5.881 1.464 -1.364  0.265
H8 5.520 -0.932 -1.379  0.301
H9 6.856 -1.234 -0.158  0.329
H10 4.137 0.066 0.841  0.117
H11 5.350 -1.054 1.783  0.162
H12 3.316 -1.936 -0.574  0.102
H13 4.726 -2.953 0.011  0.287
H14 3.559 -3.920 1.856  0.352
H15 3.244 -2.226 2.486  0.253
H16 1.262 -4.051 1.933  0.253
H17 1.002 -2.252 1.911  -0.002
H18 0.301 -4.256 -0.217  0.348
H19 1.965 -3.760 -0.712  0.503
H20 0.563 -2.587 -2.089  0.414
H21 1.374 -1.288 -1.189  0.177
H22 0.014 -0.596 -2.789  0.489
H23 -0.295 0.710 -1.581  -0.162
H24 -2.964 0.588 -2.880  0.137
H25 -0.267 2.189 -3.146  0.198
H26 -2.009 2.775 -2.662  0.006
H27 -1.580 2.412 -4.405  0.430
H28 1.680 0.626 -0.133  0.256
H29 1.832 -0.304 1.445  0.143
H30 1.279 1.447 1.452  0.198
H31 -0.348 -0.505 2.937  0.305
H32 -3.431 0.201 1.302  -0.129
H33 -4.789 0.079 0.147  0.359
H34 -2.348 1.817 -0.728  -1.269
H35 -4.104 1.891 -1.336  0.483
H36 -4.819 5.427 0.760  0.303
H37 -4.220 4.807 -0.893  0.267
H38 -5.812 4.185 -0.204  0.254
H39 -5.816 1.950 2.076  0.299
H40 -5.043 3.222 3.154  0.289
H41 -4.211 1.533 2.932  0.269
H42 -1.502 4.199 -0.791  0.023
H43 0.973 4.957 -0.415  0.321
H44 2.019 4.867 2.115  0.294
H45 0.494 3.998 4.207  0.249
H46 -2.123 3.174 3.758  0.279
Br1 -6.877 -4.215 -0.280  -0.195
C27 -5.188 -5.196 -0.299  -0.453
C28 -5.416 -6.675 -0.484  -0.494
Br2 -6.038 -7.512 1.167  -0.217
H47 -4.668 -4.950 0.626  0.399
H48 -4.628 -4.784 -1.143  0.164
H49 -4.479 -7.179 -0.722  0.373
H50 -6.153 -6.905 -1.253  0.381

As for the gap between HOMO and LUMO: 4.16 eV. Its strongest force on any atom is 6.5 eV/Å. Its energy above the lowest of the compared OMol25 structures with the same formula, charge and spin is 968.0 kJ/mol. The total charge is -2. Its HOMO energy is -0.414 eV. The spin multiplicity is 1.

=====

| no. | calculated total energy (Eh) |
| --- | --- |
| 1 | -1479.40456 |
| 2 | -2756.71914 |
| 3 | -8202.30201 |